Arrangement P

C6H16N2 | ωB97M-V with the def2-TZVPD basis set

Calculated values
E_HOMO: -7.942 eV
E_LUMO: 0.0264 Eh
HOMO-LUMO gap: 8.66 eV

```
! wB97M-V def2-TZVPD RIJCOSX def2/J DEFGRID3
* xyz 0 1
C -3.286 -1.321 -0.211
C -2.531 -0.066 -0.648
N -1.190 0.002 -0.059
C -1.290 0.259 1.392
C -0.420 1.026 -0.717
C 1.050 1.062 -0.339
N 1.556 0.561 0.744
C 4.764 -0.482 0.103
H -3.810 -1.188 0.731
H -3.986 -1.594 -0.997
H -2.576 -2.134 -0.087
H -2.466 -0.006 -1.737
H -3.098 0.836 -0.354
H -2.317 0.320 1.707
H -0.743 -0.458 1.999
H -0.815 1.219 1.637
H -0.432 0.750 -1.783
H -0.797 2.062 -0.658
H 1.502 -0.262 -0.023
H 1.703 1.344 -1.198
H 5.111 -0.273 -0.905
H 3.693 -0.472 0.235
H 5.244 0.265 0.732
H 5.135 -1.450 0.437
*
```

Löwdin atomic charge list, values in e, 8 entries: -0.085 -0.281 -0.218 -0.090 -0.232 -0.241 0.015 -0.047


Arrangement Q

C6H16N2 | ωB97M-V with the def2-TZVPD basis set

Calculated values
Structure (SMILES): CNN[C@@H](C)C(C)C
E_HOMO: -8.372 eV
E_LUMO: 0.0404 Eh
HOMO-LUMO gap: 9.47 eV

```
! wB97M-V def2-TZVPD RIJCOSX def2/J DEFGRID3
* xyz 0 1
C -3.195 -0.427 0.365
N -1.960 -1.047 -0.066
N -0.370 -0.614 0.506
C -0.141 0.156 -0.622
C -0.598 1.596 -0.687
C 1.675 0.063 -0.296
C 2.206 -1.337 -0.506
C 2.128 0.697 1.002
H -3.380 -0.490 1.450
H -3.192 0.630 0.085
H -4.060 -0.883 -0.133
H -1.981 -2.050 0.103
H -0.561 -0.009 1.307
H -0.202 -0.387 -1.563
H -1.521 1.685 -1.257
H 0.156 2.219 -1.172
H -0.762 2.004 0.309
H 1.956 0.703 -1.136
H 3.298 -1.327 -0.571
H 1.826 -1.770 -1.432
H 1.908 -1.984 0.317
H 1.846 0.077 1.852
H 3.217 0.801 1.010
H 1.708 1.694 1.136
*
```

Löwdin atomic charge list, values in e, 8 entries: -0.176 -0.086 0.041 -0.386 -0.071 -0.354 -0.108 -0.105


Arrangement R

C6H16N2 | ωB97M-V with the def2-TZVPD basis set

Calculated values
Structure (SMILES): CC(C)(C)[C@@H](N)CN
E_HOMO: -8.916 eV
E_LUMO: 0.0330 Eh
HOMO-LUMO gap: 9.81 eV

```
! wB97M-V def2-TZVPD RIJCOSX def2/J DEFGRID3
* xyz 0 1
C -1.045 -1.479 -0.508
C -0.590 -0.425 0.505
C -0.227 -1.122 1.820
C -1.748 0.543 0.770
C 0.663 0.346 0.017
N 1.792 -0.571 -0.096
C 0.442 1.158 -1.283
N 1.545 2.036 -1.635
H -1.292 -1.026 -1.465
H -0.273 -2.229 -0.659
H -1.933 -1.983 -0.134
H -0.002 -0.388 2.589
H -1.055 -1.739 2.163
H 0.648 -1.749 1.678
H -2.542 0.025 1.303
H -1.419 1.381 1.382
H -2.165 0.931 -0.156
H 0.928 1.059 0.811
H 2.653 -0.056 -0.241
H 1.661 -1.185 -0.893
H 0.296 0.473 -2.124
H -0.445 1.786 -1.190
H 2.401 1.504 -1.760
H 1.707 2.710 -0.894
*
```

Löwdin atomic charge list, values in e, 8 entries: -0.051 -0.580 -0.065 -0.059 -0.367 0.047 -0.251 -0.008


Which is most stable, and by how much? arrangement R, by 3.697 eV.


Arrangement P

C6H16N2 | ωB97M-V with the def2-TZVPD basis set

Calculated values
Structure (SMILES): CC(C)[C@@H](C)NCN
E_HOMO: -8.682 eV
E_LUMO: 0.0383 Eh
HOMO-LUMO gap: 9.73 eV

```
! wB97M-V def2-TZVPD RIJCOSX def2/J DEFGRID3
* xyz 0 1
C 2.248 0.947 -0.326
C 0.853 1.496 -0.067
C 0.233 1.996 -1.386
C -0.020 0.435 0.637
C -1.437 0.914 0.859
N -0.030 -0.820 -0.151
C -0.429 -1.985 0.630
N -1.238 -2.898 -0.142
H 2.178 -0.113 -0.544
H 2.827 0.982 0.610
H 2.882 1.404 -1.084
H 0.883 2.338 0.632
H -0.821 2.224 -1.247
H 0.684 2.946 -1.651
H 0.441 1.346 -2.236
H 0.370 0.154 1.615
H -2.028 0.859 -0.030
H -2.011 0.380 1.610
H -1.488 1.989 1.073
H -0.710 -0.682 -0.889
H 0.469 -2.471 1.000
H -0.995 -1.699 1.518
H -1.394 -2.605 -1.091
H -2.042 -3.290 0.310
*
```

Löwdin atomic charge list, values in e, 8 entries: -0.086 -0.383 -0.072 -0.380 -0.072 -0.035 -0.323 0.013


Arrangement Q

C6H16N2 | ωB97M-V with the def2-TZVPD basis set

Calculated values
E_HOMO: -6.552 eV
E_LUMO: 0.0309 Eh
HOMO-LUMO gap: 7.39 eV

```
! wB97M-V def2-TZVPD RIJCOSX def2/J DEFGRID3
* xyz 0 1
C 0.468 -0.426 0.189
C -0.900 -0.452 -0.052
C -0.739 1.001 1.563
C 1.368 0.528 -0.532
C 1.105 -1.339 1.194
C -1.240 2.287 0.952
N -0.185 -1.738 -1.468
N -0.084 -1.465 -2.863
H -0.273 -2.746 -1.341
H 0.826 -1.061 -3.078
H -0.787 -0.783 -3.135
H -1.541 -1.146 0.466
H -1.356 0.233 -0.750
H -1.446 0.505 2.224
H 0.219 1.112 2.068
H 1.817 -1.993 0.690
H 2.176 -0.027 -1.013
H 0.835 1.091 -1.297
H 1.826 1.233 0.168
H 1.658 -0.764 1.943
H 0.367 -1.955 1.706
H -1.343 3.087 1.696
H -2.218 2.159 0.482
H -0.553 2.659 0.186
*
```

Löwdin atomic charge list, values in e, 8 entries: -0.415 -0.071 -0.136 -0.052 -0.046 -0.170 -0.168 -0.101


Arrangement R

C6H16N2 | ωB97M-V with the def2-TZVPD basis set

Calculated values
Structure (SMILES): CN[C@H](C)CN(C)C
E_HOMO: -8.033 eV
E_LUMO: 0.0388 Eh
HOMO-LUMO gap: 9.09 eV

```
! wB97M-V def2-TZVPD RIJCOSX def2/J DEFGRID3
* xyz 0 1
C -2.515 -0.203 1.376
N -1.229 -0.567 1.865
C -0.183 -0.564 0.887
C 1.159 -0.357 1.569
C -0.329 0.482 -0.263
N 0.301 0.286 -1.692
C 1.181 1.460 -1.936
C 1.086 -0.943 -1.867
H -3.222 -0.956 2.133
H -2.716 -0.548 0.323
H -2.734 0.840 1.634
H -1.040 -0.215 2.819
H -0.463 -1.613 0.425
H 1.963 -0.215 0.856
H 1.128 0.599 2.103
H 1.435 -0.986 2.347
H -1.340 0.650 -0.644
H -0.208 1.582 0.073
H 0.736 2.307 -1.372
H 2.175 1.246 -1.478
H 1.231 1.482 -3.203
H 0.973 -1.154 -2.945
H 2.084 -0.888 -1.622
H 0.526 -1.725 -1.388
*
```

Löwdin atomic charge list, values in e, 8 entries: -0.169 -0.165 -0.419 -0.047 -0.157 -0.257 -0.128 -0.123


Which is most stable, and by how much? arrangement P, by 3.161 eV.


Arrangement P

C6H16N2 | ωB97M-V with the def2-TZVPD basis set

Calculated values
Structure (SMILES): CCCCNCCN
E_HOMO: -8.289 eV
E_LUMO: 0.0430 Eh
HOMO-LUMO gap: 9.46 eV

```
! wB97M-V def2-TZVPD RIJCOSX def2/J DEFGRID3
* xyz 0 1
C 2.677 -0.525 2.908
C 2.081 0.588 1.952
C 2.050 0.261 0.356
C 0.890 -0.614 0.002
N -0.365 0.099 -0.334
C -1.423 -0.543 -1.155
C -2.326 0.700 -1.676
N -3.453 0.058 -2.281
H 2.847 -0.217 3.864
H 2.178 -1.430 2.646
H 3.675 -0.711 2.496
H 2.490 1.594 2.188
H 1.064 0.688 2.421
H 2.942 -0.280 0.200
H 2.065 1.220 -0.071
H 0.803 -1.390 0.897
H 1.124 -1.270 -0.884
H -0.572 0.712 0.576
H -2.035 -1.118 -0.516
H -1.092 -0.971 -2.097
H -2.639 1.505 -0.950
H -1.609 1.274 -2.305
H -4.172 0.696 -2.758
H -4.043 -0.611 -1.722
*
```

Löwdin atomic charge list, values in e, 8 entries: -0.101 -0.228 -0.186 -0.284 -0.115 -0.193 -0.311 -0.075


Arrangement Q

C6H16N2 | ωB97M-V with the def2-TZVPD basis set

Calculated values
Structure (SMILES): CN[C@@H](C)C(C)(C)N
E_HOMO: -8.213 eV
E_LUMO: 0.0333 Eh
HOMO-LUMO gap: 9.12 eV

```
! wB97M-V def2-TZVPD RIJCOSX def2/J DEFGRID3
* xyz 0 1
C -2.683 0.995 -0.402
N -1.655 0.067 -0.853
C -0.793 -0.388 0.202
C -0.875 -1.902 0.302
C 1.042 0.039 -0.022
C 1.330 1.401 -0.656
C 1.593 0.022 1.404
N 1.631 -1.001 -0.841
H -2.967 0.999 0.658
H -2.411 2.036 -0.630
H -3.593 0.768 -0.963
H -0.614 0.616 -0.880
H -0.975 0.082 1.176
H -1.877 -2.192 0.632
H -0.695 -2.362 -0.673
H -0.148 -2.313 1.005
H 2.409 1.566 -0.777
H 0.880 2.204 -0.070
H 0.888 1.472 -1.657
H 1.429 -0.942 1.893
H 1.123 0.798 2.016
H 2.677 0.195 1.414
H 1.809 -0.742 -1.807
H 2.476 -1.420 -0.472
*
```

Löwdin atomic charge list, values in e, 8 entries: -0.151 -0.087 -0.373 -0.087 -0.520 -0.077 -0.071 0.054


Which is most stable, and by how much? arrangement P, by 0.557 eV.


Arrangement P

C8H16O4 | ωB97M-V with the def2-TZVPD basis set

Calculated values
Structure (SMILES): C1COCOC1.C1COCOC1
E_HOMO: -9.963 eV
E_LUMO: 0.0366 Eh
HOMO-LUMO gap: 10.96 eV

```
! wB97M-V def2-TZVPD RIJCOSX def2/J DEFGRID3
* xyz 0 1
C 0.016 -1.922 -0.373
C -0.603 -1.811 1.012
O -1.522 -0.718 1.056
C -2.508 -0.886 0.072
O -1.995 -0.888 -1.234
C -1.102 -1.990 -1.402
H 0.649 -1.036 -0.569
H 0.662 -2.819 -0.440
H 0.151 -1.620 1.800
H -1.133 -2.747 1.274
H -3.073 -1.820 0.258
H -3.219 -0.041 0.156
H -1.665 -2.938 -1.299
H -0.725 -1.934 -2.442
C 0.011 1.955 -0.152
C 0.489 1.685 1.267
O 1.401 0.587 1.279
C 2.481 0.854 0.424
O 2.101 1.006 -0.918
C 1.227 2.127 -1.051
H -0.596 1.101 -0.509
H -0.628 2.859 -0.183
H -0.340 1.414 1.948
H 0.988 2.582 1.683
H 3.022 1.757 0.768
H 3.182 -0.001 0.484
H 1.774 3.053 -0.787
H 0.956 2.191 -2.122
*
```

Löwdin atomic charge list, values in e, 8 entries: -0.143 -0.196 -0.118 -0.255 -0.111 -0.197 0.103 0.128


Arrangement Q

C8H16O4 | ωB97M-V with the def2-TZVPD basis set

Calculated values
Structure (SMILES): C1COCCO1.C1COCCO1
E_HOMO: -9.149 eV
E_LUMO: 0.0376 Eh
HOMO-LUMO gap: 10.17 eV

```
! wB97M-V def2-TZVPD RIJCOSX def2/J DEFGRID3
* xyz 0 1
C -2.731 -0.045 3.121
C -2.798 -1.375 3.895
O -3.731 -2.138 3.139
C -5.051 -1.539 3.195
C -5.006 -0.060 2.645
O -3.907 0.632 3.173
H -2.382 -0.211 2.084
H -1.980 0.589 3.631
H -3.128 -1.197 4.937
H -1.784 -1.817 3.934
H -5.776 -2.122 2.595
H -5.338 -1.641 4.260
H -4.794 -0.137 1.562
H -5.891 0.594 2.769
C 4.216 -0.480 -2.567
C 4.537 0.950 -1.960
O 3.704 1.961 -2.452
C 3.667 1.928 -3.907
C 3.008 0.580 -4.323
O 3.932 -0.433 -3.975
H 3.363 -0.952 -2.042
H 5.085 -1.159 -2.476
H 5.506 1.284 -2.380
H 4.631 0.950 -0.857
H 3.005 2.740 -4.261
H 4.674 2.105 -4.331
H 1.977 0.365 -3.981
H 2.992 0.627 -5.429
*
```

Löwdin atomic charge list, values in e, 8 entries: -0.245 -0.178 -0.158 -0.143 -0.162 -0.139 0.135 0.131


Which is most stable, and by how much? arrangement P, by 1.659 eV.